{
  "formula": "C3H12CsN6O3",
  "method": "ωB97M-V/def2-TZVPD",
  "elements": ["Cs", "C", "O", "N", "N", "H", "H", "H", "H", "C", "O", "N", "N", "H", "H", "H", "H", "C", "O", "N", "N", "H", "H", "H", "H"],
  "positions_angstrom": [[-0.227, 0.642, 0.687], [1.664, -2.165, 2.361], [0.544, -1.656, 2.417], [1.808, -3.525, 2.361], [2.832, -1.460, 2.356], [2.657, -4.055, 2.431], [0.954, -3.989, 2.621], [2.871, -0.462, 2.297], [3.687, -1.972, 2.477], [-3.715, 2.411, 0.532], [-2.650, 2.023, 0.042], [-3.832, 3.659, 1.068], [-4.828, 1.643, 0.549], [-4.601, 3.893, 1.672], [-3.006, 4.225, 1.123], [-5.717, 1.948, 0.899], [-4.724, 0.726, 0.154], [1.858, -0.102, -2.809], [1.435, 0.255, -1.711], [1.025, -0.497, -3.815], [3.192, -0.109, -3.096], [1.363, -0.683, -4.741], [0.045, -0.400, -3.623], [3.592, -0.482, -3.936], [3.773, 0.132, -2.314]],
  "e_homo_ev": -13.018,
  "total_charge": 1,
  "e_above_lowest_kcal_mol": 0.0,
  "gap_ha": 0.3895
}

{
  "formula": "C42H41N5O6PtSeTe",
  "method": "ωB97M-V/def2-TZVPD",
  "elements": ["Pt", "C", "C", "C", "C", "C", "O", "C", "C", "C", "C", "C", "C", "C", "O", "C", "C", "C", "N", "C", "C", "Te", "C", "C", "C", "C", "C", "C", "C", "C", "C", "C", "C", "C", "H", "H", "H", "H", "H", "H", "H", "H", "H", "H", "H", "H", "H", "H", "H", "H", "H", "H", "H", "H", "H", "H", "H", "H", "C", "N", "C", "C", "N", "C", "C", "Se", "H", "H", "H", "H", "H", "H", "H", "H", "O", "C", "C", "C", "C", "C", "C", "C", "O", "O", "H", "H", "H", "H", "H", "N", "C", "N", "O", "H", "H", "H", "H"],
  "positions_angstrom": [[0.127, -0.540, 0.607], [-1.135, 6.352, 0.035], [-0.582, 4.955, -0.051], [0.780, 4.716, -0.219], [1.306, 3.440, -0.266], [2.798, 3.344, -0.379], [3.374, 3.907, -1.287], [3.566, 2.645, 0.695], [2.960, 2.213, 1.870], [3.706, 1.565, 2.843], [5.063, 1.359, 2.647], [5.680, 1.810, 1.485], [4.934, 2.452, 0.512], [0.470, 2.299, -0.217], [0.991, 1.112, -0.406], [-0.926, 2.531, -0.048], [-1.401, 3.851, 0.041], [-1.914, 1.451, 0.000], [-1.621, 0.194, 0.039], [-2.687, -0.828, 0.014], [-3.039, -1.305, 1.415], [-1.231, -1.701, 2.481], [-1.363, 0.072, 3.650], [-0.799, 1.282, 3.262], [-1.026, 2.429, 4.012], [-1.808, 2.372, 5.157], [-2.350, 1.161, 5.563], [-2.125, 0.013, 4.814], [-3.355, 1.856, -0.013], [-4.015, 2.109, -1.210], [-5.342, 2.511, -1.198], [-6.009, 2.675, 0.009], [-5.347, 2.433, 1.203], [-4.020, 2.023, 1.196], [-0.333, 7.087, 0.082], [-1.756, 6.477, 0.924], [-1.753, 6.591, -0.832], [1.467, 5.551, -0.310], [1.903, 2.381, 2.026], [3.224, 1.211, 3.744], [5.645, 0.846, 3.403], [6.742, 1.658, 1.341], [5.389, 2.808, -0.403], [-2.462, 4.012, 0.178], [-2.306, -1.682, -0.544], [-3.580, -0.458, -0.492], [-3.592, -2.239, 1.349], [-3.603, -0.578, 1.997], [-0.181, 1.320, 2.375], [-0.594, 3.369, 3.690], [-1.991, 3.268, 5.735], [-2.946, 1.105, 6.465], [-2.555, -0.927, 5.141], [-3.487, 1.990, -2.149], [-5.854, 2.703, -2.132], [-7.042, 2.997, 0.017], [-5.860, 2.567, 2.147], [-3.493, 1.857, 2.129], [-0.318, -6.452, -0.718], [-0.666, -5.545, -1.798], [0.036, -5.434, -2.978], [-0.530, -4.438, -3.686], [-1.571, -3.946, -2.925], [-2.424, -2.837, -3.296], [-1.652, -4.625, -1.760], [-2.882, -4.380, -0.408], [-0.184, -7.454, -1.124], [-1.136, -6.449, -0.003], [0.596, -6.098, -0.243], [0.887, -6.055, -3.191], [-0.274, -4.020, -4.642], [-2.464, -2.777, -4.382], [-2.022, -1.908, -2.896], [-3.420, -3.015, -2.896], [0.509, -1.037, -2.266], [1.731, -1.515, -2.671], [2.443, -0.805, -3.636], [3.657, -1.276, -4.106], [4.161, -2.474, -3.619], [3.450, -3.160, -2.646], [2.240, -2.698, -2.130], [1.636, -3.481, -0.946], [2.221, -4.547, -0.660], [0.683, -2.960, -0.322], [0.526, -0.073, -2.290], [2.029, 0.124, -4.013], [4.198, -0.712, -4.855], [5.097, -2.867, -3.992], [3.824, -4.087, -2.230], [3.269, -0.754, -0.261], [2.843, -1.529, 0.734], [3.452, -2.709, 0.965], [1.904, -1.168, 1.501], [3.894, -1.109, -0.963], [2.740, 0.090, -0.455], [4.007, -3.107, 0.224], [2.867, -3.378, 1.444]],
  "e_homo_ev": -6.933,
  "total_charge": 0,
  "e_above_lowest_kcal_mol": 18.8,
  "gap_ha": 0.2449
}

{
  "formula": "C5H11N2",
  "method": "ωB97M-V/def2-TZVPD",
  "elements": ["C", "C", "C", "C", "C", "N", "N", "H", "H", "H", "H", "H", "H", "H", "H", "H", "H", "H"],
  "positions_angstrom": [[-1.886, -0.553, -0.310], [-1.040, 0.627, -0.808], [0.295, 0.741, -0.203], [0.612, 1.963, 0.448], [2.415, -0.330, 0.080], [1.132, -0.481, -0.038], [-1.079, -1.490, 0.608], [-2.873, -0.356, 0.122], [-2.043, -1.406, -0.975], [-1.751, 1.391, -0.680], [-0.865, 0.519, -1.822], [-0.228, 2.650, 0.773], [1.588, 2.228, 0.899], [2.774, 0.504, -0.418], [3.022, -1.215, 0.357], [-1.101, -2.445, 0.328], [-0.014, -1.259, 0.533], [-1.255, -1.507, 1.650]],
  "e_homo_ev": -13.191,
  "total_charge": 1,
  "e_above_lowest_kcal_mol": 66.4,
  "smiles": "C=NC(=C)CC[NH3+]",
  "gap_ha": 0.3419
}

{
  "formula": "C38H48F33NO23S2",
  "method": "ωB97M-V/def2-TZVPD",
  "elements": ["O", "H", "H", "H", "C", "F", "F", "F", "S", "O", "O", "N", "S", "O", "O", "C", "F", "F", "F", "C", "C", "O", "C", "O", "C", "F", "F", "F", "H", "H", "H", "H", "H", "C", "C", "O", "C", "O", "C", "F", "F", "F", "H", "H", "H", "H", "H", "C", "C", "O", "C", "O", "C", "F", "F", "F", "H", "H", "H", "H", "H", "C", "C", "O", "C", "O", "C", "F", "F", "F", "H", "H", "H", "H", "H", "C", "C", "O", "C", "O", "C", "F", "F", "F", "H", "H", "H", "H", "H", "C", "C", "O", "C", "O", "C", "F", "F", "F", "H", "H", "H", "H", "H", "C", "C", "O", "C", "O", "C", "F", "F", "F", "H", "H", "H", "H", "H", "C", "C", "O", "C", "O", "C", "F", "F", "F", "H", "H", "H", "H", "H", "C", "C", "O", "C", "O", "C", "F", "F", "F", "H", "H", "H", "H", "H"],
  "positions_angstrom": [[0.503, -3.066, -1.320], [-0.110, -3.551, -1.884], [0.103, -1.552, -0.950], [0.763, -3.660, -0.557], [-0.923, -1.250, 2.129], [-1.988, -0.480, 2.012], [-0.492, -1.144, 3.424], [-1.195, -2.544, 1.872], [0.425, -0.562, 1.015], [0.510, 0.780, 1.439], [1.504, -1.409, 1.268], [0.019, -0.631, -0.561], [-1.066, 0.289, -1.440], [-2.435, -0.165, -1.300], [-0.624, 1.618, -1.327], [-0.539, -0.311, -3.110], [-1.264, -1.400, -3.376], [-0.749, 0.668, -3.980], [0.736, -0.659, -3.153], [-0.181, -3.823, -7.457], [0.812, -4.564, -6.622], [0.037, -5.501, -5.907], [-0.409, -5.173, -4.724], [-0.226, -4.136, -4.119], [-1.415, -6.168, -4.250], [-2.659, -5.829, -4.703], [-1.092, -7.405, -4.605], [-1.476, -6.159, -2.934], [-0.774, -4.528, -8.061], [0.201, -3.054, -8.148], [-0.815, -3.423, -6.660], [1.256, -3.953, -5.862], [1.613, -5.081, -7.101], [3.913, -3.827, 3.249], [2.519, -4.219, 2.578], [2.776, -5.581, 1.945], [2.243, -5.818, 0.809], [1.632, -5.076, 0.069], [2.538, -7.331, 0.563], [1.974, -7.792, -0.619], [3.813, -7.640, 0.447], [2.081, -8.080, 1.594], [4.664, -4.535, 2.812], [3.866, -3.993, 4.303], [4.241, -2.811, 3.125], [2.384, -3.543, 1.727], [1.703, -4.330, 3.218], [5.401, 1.517, -1.962], [4.842, 0.471, -1.058], [4.869, -0.760, -1.817], [4.989, -1.941, -1.202], [5.085, -2.154, -0.046], [5.026, -3.045, -2.288], [3.877, -3.057, -2.998], [6.013, -2.942, -3.157], [5.246, -4.205, -1.683], [6.458, 1.271, -2.178], [5.344, 2.472, -1.488], [4.817, 1.458, -2.874], [3.722, 0.604, -0.967], [5.307, 0.358, -0.085], [3.249, 3.014, 1.124], [2.510, 3.609, -0.126], [2.347, 5.020, 0.117], [1.249, 5.637, -0.147], [0.287, 5.213, -0.725], [1.142, 7.035, 0.525], [0.073, 6.956, 1.341], [2.247, 7.398, 1.199], [0.899, 7.902, -0.390], [3.267, 1.930, 1.044], [2.696, 3.333, 1.984], [4.308, 3.263, 1.113], [1.606, 2.982, -0.261], [3.106, 3.510, -1.033], [-3.601, 1.554, 6.451], [-3.327, 0.498, 5.375], [-3.641, -0.820, 5.773], [-4.966, -1.102, 5.717], [-5.815, -0.377, 5.256], [-5.106, -2.583, 6.150], [-4.259, -3.375, 5.504], [-4.924, -2.786, 7.512], [-6.337, -2.991, 5.876], [-3.138, 2.525, 6.197], [-3.216, 1.149, 7.413], [-4.634, 1.779, 6.537], [-2.263, 0.493, 5.129], [-3.960, 0.746, 4.535], [-2.905, 4.473, 0.709], [-1.869, 3.474, 1.171], [-1.374, 3.864, 2.463], [-1.438, 3.022, 3.424], [-1.875, 1.861, 3.385], [-0.715, 3.685, 4.662], [-1.506, 4.749, 5.115], [-0.598, 2.813, 5.685], [0.459, 4.198, 4.349], [-2.466, 5.470, 0.600], [-3.605, 4.575, 1.521], [-3.437, 4.124, -0.133], [-0.980, 3.449, 0.575], [-2.268, 2.520, 1.191], [-5.223, 2.770, -2.491], [-5.624, 1.242, -2.651], [-4.774, 0.687, -3.654], [-5.191, 0.852, -4.921], [-5.970, 1.652, -5.251], [-4.537, -0.100, -5.846], [-4.849, -1.366, -5.530], [-4.951, 0.201, -7.093], [-3.183, -0.014, -5.752], [-4.111, 2.867, -2.352], [-5.665, 3.228, -1.616], [-5.399, 3.273, -3.394], [-6.680, 1.130, -2.919], [-5.384, 0.747, -1.730], [2.512, 0.846, 5.524], [2.070, -0.143, 4.536], [1.948, -1.463, 5.115], [0.931, -1.664, 5.938], [0.010, -0.913, 6.203], [0.819, -3.156, 6.353], [0.342, -3.379, 7.603], [0.027, -3.717, 5.421], [2.006, -3.848, 6.306], [1.868, 0.758, 6.374], [2.365, 1.897, 5.135], [3.592, 0.723, 5.804], [2.827, -0.275, 3.773], [1.178, 0.115, 3.973], [-1.787, 3.723, -4.602], [-0.897, 4.391, -3.596], [0.404, 3.739, -3.820], [1.478, 4.512, -3.861], [1.572, 5.701, -3.693], [2.648, 3.578, -4.263], [2.412, 2.366, -3.843], [2.859, 3.466, -5.584], [3.816, 4.040, -3.705], [-1.863, 2.655, -4.415], [-1.568, 3.885, -5.681], [-2.770, 4.138, -4.503], [-1.156, 3.964, -2.638], [-0.713, 5.459, -3.625]],
  "e_homo_ev": -11.009,
  "total_charge": 0,
  "smiles": "O=S(=O)(NS(=O)(=O)C(F)(F)F)C(F)(F)F.CCOC(=O)C(F)(F)F.CCOC(=O)C(F)(F)F.CCOC(=O)C(F)(F)F.CCOC(=O)C(F)(F)F.CCOC(=O)C(F)(F)F.CCOC(=O)C(F)(F)F.CCOC(=O)C(F)(F)F.CCOC(=O)C(F)(F)F.CCOC(=O)C(F)(F)F.O",
  "gap_ha": 0.4148
}

{
  "formula": "C3HBrNO3",
  "method": "ωB97M-V/def2-TZVPD",
  "elements": ["C", "C", "C", "N", "O", "O", "O", "Br", "H"],
  "positions_angstrom": [[-0.649, -1.273, 0.820], [-0.077, 1.733, 0.412], [-0.198, -1.197, -0.520], [0.908, 0.966, -0.048], [0.050, 2.815, 0.955], [-0.293, -2.022, -1.423], [0.725, -0.158, -0.855], [-2.310, -2.185, 0.914], [1.845, 1.322, -0.256]],
  "e_homo_ev": [-3.470, -3.710],
  "total_charge": -1,
  "e_above_lowest_kcal_mol": 110.4,
  "gap_ha": [0.2331, 0.2689]
}

{
  "formula": "C52H66N4O4S3SbSiY",
  "method": "ωB97M-V/def2-TZVPD",
  "elements": ["Y", "N", "C", "C", "C", "C", "C", "C", "C", "H", "H", "H", "H", "H", "C", "C", "C", "C", "O", "Si", "O", "O", "C", "C", "C", "C", "O", "C", "C", "C", "C", "H", "H", "H", "H", "H", "H", "H", "H", "H", "H", "H", "H", "H", "H", "H", "H", "H", "H", "H", "H", "H", "H", "H", "H", "H", "H", "H", "S", "Sb", "C", "C", "C", "C", "C", "C", "C", "C", "C", "C", "C", "C", "C", "C", "C", "C", "C", "C", "H", "H", "H", "H", "H", "H", "H", "H", "H", "H", "H", "H", "H", "H", "H", "C", "N", "C", "S", "N", "C", "H", "H", "H", "H", "H", "H", "H", "H", "N", "S", "C", "C", "C", "C", "C", "C", "C", "C", "C", "C", "C", "C", "H", "H", "H", "H", "H", "H", "H", "H", "H", "H", "H"],
  "positions_angstrom": [[-0.246, -0.152, 0.133], [-2.390, 0.915, 0.331], [-3.413, 1.434, 0.403], [-4.691, 2.078, 0.478], [-5.550, 1.998, -0.617], [-6.778, 2.632, -0.546], [-7.134, 3.327, 0.602], [-6.271, 3.400, 1.689], [-5.038, 2.776, 1.632], [-5.256, 1.449, -1.499], [-7.457, 2.583, -1.384], [-8.094, 3.820, 0.651], [-6.558, 3.947, 2.575], [-4.347, 2.836, 2.461], [-0.522, 5.885, 1.154], [-0.916, 5.009, -0.026], [-1.147, 5.838, -1.280], [-2.132, 4.159, 0.297], [0.209, 4.163, -0.305], [0.804, 2.676, -0.153], [0.368, 1.737, 1.077], [0.209, 1.585, -1.350], [0.240, 1.575, -2.807], [1.096, 2.718, -3.319], [0.818, 0.228, -3.204], [-1.208, 1.717, -3.259], [2.391, 2.835, -0.436], [3.279, 3.965, -0.275], [4.686, 3.442, -0.520], [3.134, 4.505, 1.138], [2.933, 5.021, -1.309], [-1.313, 6.595, 1.390], [0.382, 6.446, 0.924], [-0.335, 5.273, 2.035], [-1.976, 6.528, -1.132], [-1.386, 5.194, -2.126], [-0.260, 6.418, -1.528], [-2.997, 4.791, 0.502], [-1.942, 3.532, 1.169], [-2.376, 3.520, -0.554], [2.130, 2.608, -3.002], [0.725, 3.676, -2.959], [1.063, 2.729, -4.409], [1.843, 0.115, -2.844], [0.820, 0.130, -4.291], [0.217, -0.604, -2.811], [-1.616, 2.673, -2.932], [-1.827, 0.916, -2.845], [-1.276, 1.670, -4.347], [4.963, 2.708, 0.228], [5.406, 4.258, -0.466], [4.756, 2.993, -1.510], [3.398, 3.743, 1.869], [2.112, 4.832, 1.324], [3.788, 5.365, 1.285], [2.985, 4.607, -2.314], [3.657, 5.833, -1.244], [1.939, 5.434, -1.153], [-2.395, -1.789, -1.079], [-2.555, -2.929, 0.913], [-4.553, -3.053, 1.497], [-4.913, -3.054, 2.840], [-6.238, -3.268, 3.192], [-7.192, -3.482, 2.209], [-6.830, -3.484, 0.870], [-5.508, -3.268, 0.508], [-1.661, -1.652, 2.354], [-2.484, -0.670, 2.910], [-1.966, 0.247, 3.813], [-0.624, 0.213, 4.156], [0.206, -0.756, 3.612], [-0.307, -1.690, 2.720], [-1.888, -4.879, 1.099], [-1.326, -5.301, 2.295], [-0.965, -6.634, 2.437], [-1.176, -7.523, 1.396], [-1.750, -7.093, 0.208], [-2.108, -5.765, 0.050], [-4.176, -2.908, 3.620], [-6.524, -3.274, 4.234], [-8.222, -3.650, 2.486], [-7.576, -3.652, 0.106], [-5.237, -3.253, -0.540], [-3.532, -0.617, 2.637], [-2.613, 0.998, 4.246], [-0.224, 0.940, 4.848], [1.253, -0.798, 3.882], [0.348, -2.469, 2.335], [-1.167, -4.614, 3.116], [-0.525, -6.977, 3.362], [-0.898, -8.560, 1.512], [-1.919, -7.795, -0.596], [-2.540, -5.431, -0.885], [-0.142, -3.285, -4.231], [-0.018, -3.314, -2.784], [1.008, -3.597, -1.980], [0.765, -3.532, -0.282], [2.221, -3.948, -2.412], [2.748, -4.121, -3.755], [-1.079, -2.777, -4.452], [-0.189, -4.286, -4.658], [0.659, -2.720, -4.700], [-0.859, -3.078, -2.259], [2.887, -4.045, -1.656], [2.130, -4.790, -4.348], [3.728, -4.581, -3.649], [2.876, -3.170, -4.272], [1.945, -0.771, 0.154], [3.358, -0.081, -0.188], [4.360, -1.340, -0.933], [4.902, -1.070, -2.178], [5.682, -2.038, -2.801], [5.904, -3.254, -2.177], [5.352, -3.518, -0.925], [4.581, -2.558, -0.294], [4.195, 0.190, 1.366], [5.568, 0.024, 1.502], [6.167, 0.365, 2.705], [5.402, 0.868, 3.748], [4.035, 1.043, 3.590], [3.419, 0.713, 2.392], [2.120, -1.712, 0.512], [4.729, -0.114, -2.651], [6.121, -1.836, -3.768], [6.520, -4.000, -2.657], [5.540, -4.464, -0.438], [4.170, -2.751, 0.688], [6.165, -0.363, 0.690], [7.231, 0.236, 2.826], [5.875, 1.128, 4.684], [3.447, 1.457, 4.398], [2.360, 0.894, 2.236]],
  "e_homo_ev": -12.578,
  "total_charge": 2,
  "e_above_lowest_kcal_mol": 4.8,
  "gap_ha": 0.2996
}